C33H68B2F6IN6O15PS | ωB97M-V/def2-TZVPD

Geometry as XYZ:
```
133
Properties=species:S:1:pos:R:3:forces:R:3:mulliken_charge:R:1
C -7.270022 0.490812 5.378221 0.1432 -0.8795 -0.0465 -1.175
C -7.074168 0.008212 3.833980 -0.9014 0.8572 0.7674 0.417
C -7.264986 1.254461 2.799885 1.6992 -0.3787 1.4641 -1.207
I -9.227019 1.307415 1.883836 0.5328 -0.0105 0.2963 -0.020
C -6.006107 1.393421 1.768000 -2.0961 1.7106 1.6519 -0.056
O -5.491128 0.163512 1.281716 -0.2935 1.4338 -2.1145 0.612
C -5.689128 -0.086815 -0.137128 -1.7416 -3.4489 2.1322 -1.262
N -7.133049 0.023096 -0.523170 1.4810 0.7946 -0.6068 -0.038
C -5.356197 -1.683133 -0.217119 -0.8590 0.7214 -1.3454 -1.030
B -5.276611 -2.305923 -1.721951 0.2845 -1.8778 -0.8244 0.525
C -5.670702 -1.698703 -3.142884 -0.3240 -0.0415 -0.7969 -0.813
O -4.826607 -3.698697 -1.782019 0.1614 2.4972 0.0007 -0.660
B -6.799081 -2.324855 0.300638 -2.6394 -0.2248 1.1388 0.301
O -7.635593 -3.125121 -0.597730 2.4048 0.1895 1.2056 -0.507
O -7.342657 -2.134858 1.603477 1.4406 -1.3741 -1.7205 -0.050
C -8.111106 -3.300134 2.061084 -0.4420 0.2881 0.0147 -0.935
N -4.157511 -2.098114 0.504233 0.8480 -0.5601 0.7710 1.235
C -2.905748 -1.439781 0.162886 4.8435 2.9137 -0.2940 0.522
C -2.411483 -0.233432 0.963467 0.7800 -2.0240 -2.2803 -0.089
C -1.097508 0.411617 0.609954 -0.3808 0.4121 0.5593 -0.733
N -0.162928 0.136527 -0.411256 -5.2433 -3.1209 1.2234 -0.365
C -0.652758 -0.986497 -1.118495 -0.3910 -0.6975 -0.4652 -0.595
C -1.895651 -1.815136 -0.932691 -0.5496 1.9336 1.9612 -0.854
C -4.136155 -3.123592 1.469984 1.9128 -0.8331 1.7448 1.087
F -4.587993 -4.428457 1.042168 -0.3913 2.8337 0.5497 -0.350
F -4.762341 -2.815717 2.734569 0.3352 -0.6494 -2.7900 -0.378
C -2.650366 -3.552977 2.009904 -0.4771 -2.0067 1.8047 0.268
F -2.047184 -2.605442 2.825883 -0.7255 -1.7915 -2.3572 -0.208
F -1.842607 -4.130874 1.033842 -1.2317 1.8826 1.9348 -0.220
F -2.947716 -4.638888 2.899130 0.8654 2.2041 -1.7282 -0.297
S -4.783211 1.052548 -1.272526 1.7581 9.7935 -3.1754 1.723
O -5.726455 1.724399 -2.265634 1.6612 -3.8706 2.2409 -0.723
O -4.125249 2.235484 -0.586048 -1.2344 -4.7852 -0.5268 -0.614
F -3.571995 0.413224 -2.221610 -1.9512 -0.1178 1.6458 -0.262
P -4.763126 2.407260 2.825281 3.1787 2.3493 -0.3739 0.897
O -3.392546 2.621218 2.216351 -2.3932 -0.6983 1.0636 -0.620
O -4.567599 1.794675 4.388106 -0.7204 1.3022 -1.9620 -0.516
O -5.494979 3.960664 2.955072 0.9774 -2.3039 0.0345 -0.592
H -6.275486 0.497312 5.946051 -1.4203 0.2140 -0.9699 0.242
H -7.772186 1.505888 5.464796 0.5884 -1.2719 -0.0908 0.289
H -7.916872 -0.302580 5.895334 0.7915 1.3084 -0.6365 0.352
H -6.038089 -0.447706 3.757398 -1.4821 0.3372 -0.3018 -0.072
H -7.926589 -0.717123 3.638744 1.6089 0.6407 -0.0134 0.217
H -7.249072 2.174957 3.495548 -0.1035 -1.1252 -1.5034 0.726
H -6.341365 2.151933 0.967478 0.9404 -1.1311 1.0328 0.607
H -7.431757 1.020477 -0.487221 0.1449 -0.8717 0.2606 0.510
H -7.241608 -0.174246 -1.540662 0.3289 -0.1095 0.8542 0.289
H -6.504365 -2.351764 -3.592362 1.1986 0.8321 0.6343 0.258
H -4.764082 -1.810330 -3.844762 -1.2980 0.1234 1.0557 0.215
H -6.009538 -0.623780 -3.208210 0.3786 -1.1225 0.0841 0.399
H -3.903522 -3.772935 -1.471470 -0.8244 -0.2383 0.2151 0.298
H -7.335550 -4.062199 -0.501626 -0.3913 0.8433 -0.4957 0.373
H -7.559239 -4.246109 1.755998 -0.9704 1.0218 0.4924 0.375
H -9.146256 -3.212104 1.595485 1.3299 -0.5110 0.6767 0.325
H -8.187288 -3.266118 3.194483 0.2104 0.1039 -1.4821 0.208
H -3.026205 0.125580 1.843441 1.1178 -0.2870 -1.3178 0.243
H -0.793736 1.289090 1.287690 -0.6305 -1.4141 -1.1054 0.475
H 0.028361 -1.314234 -1.984355 -1.1369 0.4623 1.4542 0.325
H -2.093132 -2.713304 -1.598407 0.5438 1.3873 0.8194 0.220
H -3.898468 2.395308 4.802933 -0.5439 -0.6911 -0.4362 0.329
H -4.778058 4.620995 2.787822 -0.5911 -0.8827 0.0025 0.361
C 4.376851 -0.861649 2.989383 -0.3592 -0.0660 0.2122 -0.696
O 4.161827 -0.719906 4.385930 0.4109 0.1587 -0.3419 -0.336
C 4.974370 0.282666 4.998388 -0.3710 0.0371 0.6912 -0.790
C 4.139810 1.505666 5.389499 0.0355 -0.3296 -0.6115 -0.193
N 3.702732 2.246074 4.206391 -0.0962 0.0216 0.2509 -0.294
C 2.650631 3.232767 4.464844 0.0046 -0.1872 -0.1954 -0.790
C 1.320112 2.734158 5.050041 -0.0833 0.3698 -0.2074 -0.516
O 0.549022 1.944379 4.152917 0.1297 -0.0380 0.3467 -0.305
C 0.961647 0.590403 4.055587 -0.2385 0.1048 -0.2594 -0.300
H 3.896946 -1.788554 2.671035 0.0234 0.0303 0.0935 0.242
H 3.908507 -0.039719 2.438638 0.1649 0.0147 -0.1672 0.277
H 5.439730 -0.914673 2.745565 0.0582 0.0520 -0.0148 0.376
H 5.829510 0.561017 4.378886 -0.0991 0.0299 -0.2031 0.383
H 5.370320 -0.166075 5.917838 -0.0168 0.0755 -0.0930 0.392
H 4.736637 2.161827 6.025740 0.0314 0.0590 0.0340 0.424
H 3.287621 1.141039 5.973589 0.0919 -0.0644 0.1798 0.142
H 3.360219 1.595775 3.511034 0.0760 0.0213 0.0751 0.015
H 2.431592 3.708826 3.503686 -0.0627 0.0282 0.1143 0.381
H 3.056223 4.014224 5.116597 -0.0321 -0.0711 0.0697 0.432
H 0.710644 3.619411 5.258687 0.0126 -0.0427 -0.0799 0.331
H 1.439697 2.225313 6.012784 0.1048 -0.1699 -0.0695 0.372
H 1.327731 0.197654 5.007576 0.1038 0.0451 -0.0445 0.346
H 1.720458 0.488843 3.277524 0.1173 -0.2294 0.1021 0.044
H 0.102747 -0.008320 3.744871 -0.0477 0.1167 0.0425 0.082
C 7.507626 -4.787133 -3.281601 -0.3532 -0.0783 0.2217 -0.700
O 7.298152 -4.641060 -1.884331 0.3899 0.1648 -0.3774 -0.329
C 8.110853 -3.629765 -1.287522 -0.3553 0.0643 0.7258 -0.842
C 7.276126 -2.406984 -0.894579 0.0232 -0.3461 -0.6271 -0.054
N 6.818315 -1.674942 -2.074918 -0.0906 -0.0012 0.2898 -0.288
C 5.767287 -0.690181 -1.800817 -0.0375 -0.2150 -0.2284 -0.763
C 4.449314 -1.187952 -1.186305 -0.0699 0.3843 -0.1789 -0.152
O 3.654730 -1.985054 -2.058022 0.1589 -0.0253 0.3114 -0.446
C 4.061095 -3.340115 -2.158006 -0.2403 0.1414 -0.2329 -0.581
H 7.032711 -5.717826 -3.595893 0.0302 0.0316 0.1046 0.234
H 7.034598 -3.969273 -3.834126 0.1627 0.0214 -0.1480 0.287
H 8.569997 -4.834567 -3.527409 0.0443 0.0462 -0.0215 0.336
H 8.957393 -3.352649 -1.919176 -0.1006 0.0353 -0.1919 0.411
H 8.519353 -4.069273 -0.369077 -0.0156 0.0707 -0.0930 0.393
H 7.879820 -1.745207 -0.270652 0.0293 0.0666 0.0319 0.389
H 6.432759 -2.770455 -0.296713 0.0984 -0.0711 0.1911 0.112
H 6.467104 -2.330634 -2.760696 0.0623 0.0154 0.0714 0.071
H 5.528544 -0.219457 -2.759764 -0.0200 0.0763 0.1324 0.303
H 6.183042 0.095501 -1.160688 -0.0362 -0.0478 0.0383 0.386
H 3.843554 -0.301553 -0.970184 -0.0114 -0.0491 -0.0678 0.334
H 4.590570 -1.690442 -0.222761 0.0838 -0.1743 -0.0554 0.127
H 4.452901 -3.727876 -1.214259 0.1014 0.0436 -0.0445 0.297
H 4.797620 -3.451211 -2.955787 0.1432 -0.2090 0.1042 0.131
H 3.191416 -3.937132 -2.439944 -0.0360 0.1141 0.0548 0.325
C 4.060154 3.987432 -7.772150 0.2089 0.2212 0.3060 -0.695
O 3.537386 4.812044 -6.740706 -0.1941 -0.3847 -0.3789 -0.328
C 2.226439 4.435176 -6.317136 -0.0713 0.4335 0.6851 -0.800
C 2.254028 3.802547 -4.922419 0.3740 -0.1403 -0.5691 -0.162
N 2.881187 2.481495 -4.950880 -0.0389 0.1659 0.2102 -0.263
C 3.227609 1.952314 -3.628269 0.1759 0.0046 -0.2004 -0.643
C 4.198562 2.762529 -2.753175 -0.0146 -0.3866 0.1067 -0.594
O 5.538263 2.795608 -3.233241 -0.2695 0.2042 0.0659 -0.435
C 5.773237 3.731450 -4.272535 0.2541 -0.2464 0.0807 -0.558
H 4.939755 4.484179 -8.184581 -0.0823 0.0442 0.0607 0.233
H 4.381093 3.020230 -7.372781 -0.0705 -0.1191 -0.1724 0.288
H 3.334828 3.835168 -8.573453 -0.0443 -0.0504 -0.0152 0.332
H 1.726955 3.789010 -7.042019 0.1547 -0.1499 -0.0382 0.404
H 1.646958 5.364577 -6.255057 0.0284 -0.1176 -0.0055 0.393
H 1.232364 3.709527 -4.549762 -0.0553 -0.0256 0.0408 0.365
H 2.799086 4.490457 -4.266643 -0.1412 0.1684 0.0131 0.152
H 3.725619 2.523096 -5.506586 -0.0844 0.0404 0.0181 0.067
H 3.676722 0.968308 -3.798403 -0.0408 0.0324 0.1218 0.355
H 2.302257 1.782062 -3.067294 0.0320 0.0854 0.0316 0.370
H 4.249905 2.257988 -1.782615 0.0366 -0.0109 -0.0652 0.322
H 3.837431 3.774532 -2.540399 0.0198 0.0668 -0.1748 0.441
H 5.176511 4.639813 -4.157416 -0.0806 -0.0680 -0.0628 0.301
H 5.585570 3.267333 -5.242428 -0.0853 0.2204 -0.1381 0.152
H 6.828988 4.008815 -4.249384 -0.0415 -0.0538 0.1191 0.318
```
Positions in Å, forces in eV/Å.

## Properties
- LUMO level: -0.53 eV
- 2S+1: 1
- Highest occupied orbital energy: -8.477 eV
- Orbital gap: 7.94 eV
- Energy relative to the best compared isomer or geometry (same formula, charge and spin): 154.0 kcal/mol
- Structure (SMILES): CC[C@H](I)[C@H](O[C@](N)([C@](B(C)O)(B(O)OC)N(c1ccncc1)C(F)(F)C(F)(F)F)S(=O)(=O)F)P(=O)(O)O.COCCNCCOC.COCCNCCOC.COCCNCCOC